[1]
Molecular formula: C30H45N3O6SSi3Yb
Method: DFT, ωB97M-V/def2-TZVPD

```
89
Properties=species:S:1:pos:R:3
C -3.8478 -1.6933 -0.6284
H 2.8173 -3.8071 0.4125
C -2.6018 2.6640 4.8408
H -5.2061 1.0221 -3.0106
O -3.3837 -0.2343 2.0829
C -1.0997 1.9993 -5.6415
O -1.4866 0.1335 0.9389
O 1.7795 1.8887 -1.4955
H 2.8082 0.4306 3.7841
H 3.4287 -1.8767 3.3637
H -0.7198 -0.2589 3.2961
N -4.8793 -2.3688 -0.0443
H -0.4499 -2.8136 -2.4308
H -4.9801 -4.2840 0.8456
C 2.5614 -2.5741 3.1831
C -4.2036 -0.8091 -1.6405
C 0.3288 -0.5747 3.4947
H 3.5029 2.4660 0.4477
C 3.5917 0.8225 3.0738
H -6.9093 0.6479 -2.9056
H 3.2938 1.8521 3.0664
H -5.3208 -2.9167 1.8618
H 4.2547 1.3376 -0.7861
H 2.8986 -3.5654 2.9001
O 0.5885 -1.4082 -1.3844
H 3.5521 3.3696 -3.5015
H 3.4450 3.6455 -1.7939
O -0.7406 1.2378 -2.1467
H -1.7467 1.8627 -6.4717
C 0.0570 -1.9111 -2.6198
H -3.1495 2.6568 5.7863
C -0.0562 -2.8799 1.6271
H -2.0253 0.5765 -4.2555
C 0.8612 3.0627 -4.7911
S -0.0594 2.9171 1.0965
H 5.7353 -0.9373 1.9144
H -0.7986 -2.9712 2.4087
C 2.0591 -0.7238 0.7769
C -2.7908 1.6572 3.8867
H -0.1952 4.3976 3.1857
C -0.9168 3.6488 3.3824
H -1.4809 4.4452 5.3222
C 0.6436 2.5343 -3.4979
H 2.9597 -3.9853 -1.4152
C 2.8637 3.6130 -2.7154
N -6.5312 -1.3104 -1.4203
H 4.3384 -1.6481 -1.7825
H 1.6862 3.7673 -4.9380
Si 2.1623 -1.7453 -0.6417
H 0.8803 0.3438 3.7396
H 4.6592 -2.0611 1.1115
C 1.7139 2.6149 -2.5454
H 5.4622 -0.8878 0.0892
O -7.1429 -2.8524 0.0588
Si 1.2194 -1.5846 2.2002
C 3.3980 -1.1805 -1.9947
H -3.3446 -0.2801 -2.0348
Si 3.5762 0.1879 1.2843
H 0.0646 3.5017 -6.6913
H -3.4224 0.8181 4.1679
C -1.1534 2.6846 2.4140
C -1.6502 3.6886 4.5977
C -0.4464 1.6807 -3.3180
H -0.5684 -2.3626 0.8153
Yb 0.1839 0.6917 -0.2932
H 0.3843 -3.7864 1.3439
H -2.8410 -1.8996 -0.2264
H 3.4538 -0.0723 -2.0491
C 2.3581 -3.6111 -0.5882
H 2.5918 4.6030 -3.0211
C -2.1781 1.6921 2.5898
H -0.4971 -1.0976 -2.9451
C -5.6338 -0.5547 -1.8911
C -1.2618 1.3304 -4.4272
H 2.9842 -1.3643 -3.0200
C -2.3909 0.4562 1.7949
C -4.6621 -3.2526 1.0336
C -0.0303 2.9026 -5.7961
H -3.6850 -3.2590 1.4655
C 4.9530 -0.9937 1.0918
H 0.3221 -1.0882 4.3746
C -6.2500 -2.1964 -0.4034
N -5.9663 0.3885 -2.7875
H 2.1193 -2.6667 4.1740
H 4.5860 0.7718 3.5196
H 0.8723 -2.0958 -3.2990
H 5.1597 1.9501 0.7320
H 1.3844 -4.1770 -0.5592
C 4.1602 1.6587 0.2725
```

## Properties
Charge ... -1
Largest force on an atom ... 0.066 hartree/bohr
HOMO (spin up / spin down) ... -4.82 / -4.82 eV
2S+1 ... 2
Molar mass ... 833.07 g/mol
HOMO-LUMO gap (spin up / spin down) ... 6.500 / 6.501 eV
Relative energy (zero: lowest compared OMol25 entry of this formula, charge and spin) ... 32.4 kcal/mol
Total energy ... -4211.599022 a.u.


[2]
Molecular formula: C30H45N4O4SbZr
Method: DFT, ωB97M-V/def2-TZVPD

```
85
Properties=species:S:1:pos:R:3
C 2.5751 -0.2592 2.1014
C 1.8345 1.1706 -5.6880
H 5.2748 0.6964 -1.8783
N -1.5044 0.4216 -2.1452
H 2.6517 0.4808 -5.9018
H -5.9693 -0.3077 1.9062
C 5.0705 -0.2814 -2.3221
H -3.5985 0.1117 -2.5794
H -3.2187 0.6727 -0.9436
C -2.7815 -1.4211 -1.3019
H -4.8398 3.6340 0.6957
H 2.1938 2.1171 0.7404
H -3.1963 -1.2511 3.4587
C -5.5518 1.6971 1.2671
H 5.5636 1.2694 1.7141
O -3.4414 -2.2897 -1.8554
C -0.8747 0.9248 2.8343
C -1.2694 -2.9329 -0.3229
C 0.5152 0.3699 2.9989
H 0.2303 1.4290 -4.2508
C 5.2797 -0.7874 2.2616
H -1.7063 -3.5849 0.4405
H -2.1603 2.4690 3.5831
H 6.0120 -0.6577 -2.7273
C -5.2040 0.4346 1.7167
C -3.2173 2.3527 1.2218
O 0.9001 -1.8231 -0.2816
H 3.7894 -1.1645 -3.8389
C 1.0653 0.7494 -4.4402
C 4.3522 -1.7811 2.5255
H 1.4067 1.1534 4.7847
O 0.1283 1.7400 -0.3107
N -1.8264 -1.5808 -0.3545
H 2.5318 -3.5931 2.9053
N 1.1992 0.1276 1.9466
C -2.1850 3.4229 1.0032
H 6.3381 -1.0053 2.3197
H 2.2640 2.1655 -5.5911
C 3.9927 -0.1865 -3.3997
C 2.7627 2.5632 -2.1691
Zr -0.2081 -0.0466 -0.1704
H -2.6583 -1.6750 1.8285
H -6.5921 1.9485 1.1065
H 4.2989 0.4806 -4.2067
H -1.2468 -0.0960 -2.9806
H -1.4216 3.1195 0.2839
H 2.6171 2.6752 2.3462
H 3.8197 4.3189 -2.8677
H 1.7565 -0.5398 4.5016
H -0.5882 2.3569 4.4028
H -1.6326 3.6386 1.9219
H 0.1482 -0.0493 5.0673
C -3.8718 0.0944 1.9152
H 2.8680 3.5343 -4.1149
H 1.8536 3.0630 -1.8310
N -1.5329 0.6212 1.7895
H 1.3572 -2.7895 1.8656
H 0.6298 -0.2411 -4.6056
O 0.8359 -4.0388 -0.0430
H -1.4102 1.4147 -2.3262
H -1.8512 1.1701 4.7263
C -3.4920 -1.2758 2.4054
H 4.3921 2.8228 -3.5950
H -4.3342 -1.9594 2.3135
H -1.4717 -3.4463 -1.2679
H 1.1812 1.1791 -6.5637
H 4.6862 -2.7771 2.7893
C 3.4892 0.7685 1.8376
Sb 2.1472 0.5413 -2.5684
C -4.5667 2.6410 1.0315
H 1.3789 -2.4608 3.6081
C 2.9830 -1.5432 2.4523
C -2.8950 1.0596 1.6508
H 4.7670 -0.9484 -1.5126
C 2.0029 -2.6589 2.7356
C 4.8465 0.4846 1.9227
C 0.9838 0.2134 4.4201
C -1.3976 1.7883 3.9474
H 3.3889 2.4661 -1.2782
C 3.4986 3.3456 -3.2472
C 3.0069 2.1476 1.4697
C 0.2653 -2.9703 -0.1851
H -2.6679 4.3453 0.6838
C -2.8827 0.0326 -1.7625
H 3.8287 2.7417 1.0706
```

## Properties
Largest force on an atom ... 0.027 hartree/bohr
HOMO ... -8.00 eV
Molar mass ... 738.70 g/mol
HOMO-LUMO gap ... 7.310 eV
Relative energy (zero: lowest compared OMol25 entry of this formula, charge and spin) ... 29.5 kcal/mol
Total energy ... -1977.574610 a.u.


[3]
Molecular formula: C30H45NO3P2PbS
Method: DFT, ωB97M-V/def2-TZVPD

```
83
Properties=species:S:1:pos:R:3
C -2.0026 -0.0452 -4.5223
C -0.6791 2.6353 5.7888
O 0.9426 2.3260 0.8831
C 2.7293 -0.6107 2.6059
N -1.2355 1.6720 1.1459
H -0.1259 5.7642 -2.5261
H -2.8017 -4.9610 -1.9457
H -0.5604 -6.0600 -1.1604
P -0.6405 3.4141 -2.5018
H 1.6689 2.8513 -2.1896
C 2.4785 -1.8369 -0.9192
O -2.7546 0.0581 2.4258
H 5.0174 1.8085 1.9149
H -0.8905 2.8128 6.8419
H 0.5716 -2.8303 1.3422
C -1.7083 -3.3094 -2.8655
H -2.7448 2.1388 5.2430
C -1.6985 2.6118 -3.7836
C -1.7821 -4.6878 -2.2786
H -4.4770 1.6257 -3.7726
C 2.2671 -1.5700 1.6631
S -2.4434 1.4653 2.3003
H 0.1799 -4.4726 -1.3465
C 0.7669 2.2447 -2.3277
H 1.1585 -2.7810 3.0136
C 4.0853 1.5903 2.4513
H -2.5028 0.4355 -5.3760
C -1.3853 2.0356 3.5878
H -0.1032 -2.0968 -0.4900
C 2.4525 -0.6186 4.0539
H 2.0795 -2.8482 -0.7733
H 2.1445 -1.6147 4.3898
C 3.9294 0.9123 -0.5628
C -4.0904 1.0168 -2.9437
C 0.1556 4.9086 -3.1568
P -2.2492 0.9598 -3.0055
H 2.0582 -3.7055 1.7823
C -0.1036 2.2550 3.0949
H -0.1633 5.1143 -4.1882
H 1.4425 3.0210 6.0068
O -3.5104 2.3989 1.9662
H -1.0984 -5.4685 0.9796
C 0.6376 2.7776 5.3126
C 2.7097 -1.1622 0.3745
C 3.4458 0.3871 1.8969
H 1.9194 2.7933 3.5430
C -1.2976 -4.6715 0.2486
H 1.6449 0.0876 4.2991
C -1.7122 2.2585 4.9190
H -4.5007 1.4003 -1.9891
H 4.9137 1.3121 -0.2894
H 1.2491 4.8109 -3.1385
H -1.0578 -0.6779 -0.9095
H -0.5730 -1.5242 -3.0201
C -0.7806 -4.9761 -1.1245
C 1.4789 -2.7826 1.9648
H -2.5885 3.2405 -3.9983
H 3.2684 1.7736 -0.7341
H -2.4359 -1.5471 0.7413
H 3.3478 -0.3207 4.6130
C -0.0242 2.0982 1.6304
H 4.3112 1.4686 3.5178
C -1.9759 -3.5946 0.6679
H 1.7662 -1.2786 -1.5532
H -2.3837 -1.0666 -4.4004
H -1.1169 2.4265 -4.7119
Pb -2.3153 2.4489 -0.8024
H -3.1649 -2.3248 -0.6528
H -1.5396 -5.3959 -3.0989
H 3.4168 -1.9182 -1.4913
C -1.1177 -2.2042 -2.3450
C 0.9250 2.6265 3.9590
H -0.9259 -0.1140 -4.7343
H 0.6772 1.6083 -1.4307
H 4.0216 0.3550 -1.5003
H 3.4353 2.4679 2.3220
C -1.0683 -1.7874 -0.9161
H -4.4580 -0.0194 -3.0475
H -2.4525 -3.6682 1.6544
H -2.1480 -3.2439 -3.8739
C 3.4049 0.0623 0.5186
H 0.9271 1.6088 -3.2183
C -2.2402 -2.2937 -0.0478
```

## Properties
Charge ... +2
Largest force on an atom ... 0.122 hartree/bohr
HOMO (spin up / spin down) ... -13.00 / -13.00 eV
Molar mass ... 768.91 g/mol
HOMO-LUMO gap (spin up / spin down) ... 4.679 / 4.679 eV
Relative energy (zero: lowest compared OMol25 entry of this formula, charge and spin) ... 0.0 kcal/mol
Total energy ... -2723.660662 a.u.